# 1
Entry from the OMol25 dataset: 2 unconnected molecules or ions with the total composition C9H20BrN2O in a non-equilibrium geometry (ωB97M-V with the def2-TZVPD basis set).

HOMO-LUMO gap = 10.183 eV
Strongest force on any atom = 4.443 eV Å⁻¹

Structure (ORCA input):
```
! RIJCOSX wB97M-V def2-TZVPD def2/J DEFGRID3
* xyz 1 1
C -0.21166 1.56915 2.99222
C 0.69351 -1.08746 -4.47203
C 0.38860 -1.92248 2.42050
C -0.01831 -1.60516 -3.20726
C 0.42442 -0.69191 -2.00284
C -0.32551 -1.04582 -0.61091
C 0.44682 -0.34742 0.46991
C -1.16678 5.14020 1.61763
C -0.12943 -0.60117 1.88617
N 0.34360 0.40356 2.88167
N -1.88795 4.45882 2.40882
O -1.08972 1.96144 2.20788
Br -1.34196 6.97316 1.36348
H 0.47697 -0.06806 -4.72212
H 0.28933 -1.60393 -5.29925
H 1.67976 -1.21575 -4.42841
H 1.43882 -2.12957 2.15589
H -0.15240 -2.67396 1.90989
H 0.07667 -1.90346 3.50088
H 0.32005 -2.60794 -3.20944
H -1.14644 -1.59413 -3.32657
H 0.17144 0.37983 -2.34058
H 1.44915 -1.00623 -1.94253
H -0.37830 -2.17529 -0.64984
H -1.37997 -0.59989 -0.74667
H 0.72932 0.72823 0.16137
H 1.36536 -0.86638 0.34397
H 0.10307 2.20095 3.93375
H -1.19097 -0.51039 1.78674
H 0.95777 0.05926 3.59378
H -2.66579 4.85314 3.04756
H -1.51693 2.91360 2.34022
H -0.54190 4.60111 0.91045
*
```

Charge distribution, natural (NBO) scheme, values in e: atom 1 (C): 0.561, atom 2 (C): -0.593, atom 3 (C): -0.629, atom 4 (C): -0.393, atom 5 (C): -0.392, atom 6 (C): -0.419, atom 7 (C): -0.425, atom 8 (C): 0.065, atom 9 (C): -0.061, atom 10 (N): -0.509, atom 11 (N): -0.706, atom 12 (O): -0.626, atom 13 (Br): 0.144, atom 14 (H): 0.197, atom 15 (H): 0.214, atom 16 (H): 0.198, atom 17 (H): 0.236, atom 18 (H): 0.244, atom 19 (H): 0.216, atom 20 (H): 0.203, atom 21 (H): 0.195, atom 22 (H): 0.208, atom 23 (H): 0.201, atom 24 (H): 0.224, atom 25 (H): 0.202, atom 26 (H): 0.223, atom 27 (H): 0.212, atom 28 (H): 0.192, atom 29 (H): 0.224, atom 30 (H): 0.433, atom 31 (H): 0.420, atom 32 (H): 0.526, atom 33 (H): 0.213

---

# 2
Entry from the OMol25 dataset: a molecular structure, C9H20Cl2CuF2N2O4S2 in a non-equilibrium geometry (ωB97M-V with the def2-TZVPD basis set).

HOMO-LUMO gap = 6.289 eV
Strongest force on any atom = 18.345 eV Å⁻¹

Structure (ORCA input):
```
! RIJCOSX wB97M-V def2-TZVPD def2/J DEFGRID3
* xyz -1 1
Cu -2.89304 -0.97776 0.30607
C -2.34389 -0.88129 -2.86258
C -1.36293 0.29983 -2.74604
C -0.65112 0.27497 -1.40427
C 0.55569 1.26114 -1.24519
N 1.05705 1.25316 0.20712
C 1.59146 -0.10176 0.68005
C 2.79424 0.20411 1.66414
C 3.36382 1.45500 1.03052
C 2.39915 2.02950 0.04186
C 0.10678 1.76647 1.32387
H -3.06242 -1.04658 -2.05978
H -1.86471 -1.84492 -3.03553
H -2.85342 -0.63037 -3.79292
H -1.83518 1.26764 -2.91463
H -0.62908 0.24359 -3.55002
H -0.17825 -0.69210 -1.23325
H -1.40961 0.34298 -0.62442
H 0.31625 2.32287 -1.30443
H 1.33491 0.92033 -1.92692
H 0.85625 -0.75729 1.14682
H 2.16131 -0.61997 -0.09119
H 2.38544 0.35464 2.66330
H 3.50829 -0.61695 1.72791
H 3.56381 2.19716 1.80338
H 4.33115 1.26599 0.56505
H 2.18971 2.99699 0.49814
H 2.78959 2.16878 -0.96624
H 0.70336 1.96514 2.21421
H -0.79359 1.18340 1.51740
H -0.30649 2.70685 0.95919
Cl -2.91495 1.07667 0.24044
Cl -4.84320 -1.61008 0.33843
N -1.68904 -1.64722 0.77918
S -1.21773 -1.71704 2.21657
O -0.07328 -0.90162 2.55863
O -1.56237 -2.89167 2.98383
F -2.36333 -0.76857 2.80002
S -0.49421 -2.78987 0.21343
O -0.95963 -4.18784 0.23430
O 0.93920 -2.50618 0.35971
F -0.64599 -2.36813 -1.31617
*
```

Charge distribution, natural (NBO) scheme, values in e: atom 1 (Cu): 0.893, atom 2 (C): -0.610, atom 3 (C): -0.397, atom 4 (C): -0.456, atom 5 (C): -0.186, atom 6 (N): -0.226, atom 7 (C): -0.274, atom 8 (C): -0.407, atom 9 (C): -0.442, atom 10 (C): -0.214, atom 11 (C): -0.417, atom 12 (H): 0.230, atom 13 (H): 0.208, atom 14 (H): 0.195, atom 15 (H): 0.200, atom 16 (H): 0.174, atom 17 (H): 0.207, atom 18 (H): 0.238, atom 19 (H): 0.194, atom 20 (H): 0.203, atom 21 (H): 0.332, atom 22 (H): 0.208, atom 23 (H): 0.214, atom 24 (H): 0.226, atom 25 (H): 0.211, atom 26 (H): 0.214, atom 27 (H): 0.213, atom 28 (H): 0.229, atom 29 (H): 0.207, atom 30 (H): 0.304, atom 31 (H): 0.214, atom 32 (Cl): -0.754, atom 33 (Cl): -0.811, atom 34 (N): -1.167, atom 35 (S): 2.435, atom 36 (O): -0.960, atom 37 (O): -0.895, atom 38 (F): -0.521, atom 39 (S): 2.302, atom 40 (O): -0.874, atom 41 (O): -0.932, atom 42 (F): -0.508

---

Calculated ΔE to the lowest compared entry with this formula, charge and spin, 31.0; 383.5 kJ/mol (same order as the records).